This record from the Open Molecules 2025 dataset describes C13H15BCuF4N7PS as an isolated structure in a non-equilibrium geometry. The level of theory is ωB97M-V with the def2-TZVPD basis set.

The frontier orbital gap comes out at 6.9 eV. As for the total energy: -100474.34359 eV. As for the net charge: -1.

Last column: natural (NBO) charge in e.
Positions of all 43 atoms, in Å:
Cu1 1.4360 -0.6803 -1.6006  0.92
C1 -3.0744 2.0677 -0.4692  -0.41
N1 -1.7527 1.9952 -1.0316  -0.33
C2 -1.4036 2.4364 -2.2771  -0.08
C3 -0.1182 1.9889 -2.5185  -0.06
N2 0.3211 1.2630 -1.4344  -0.51
C4 -0.6780 1.2628 -0.5647  0.06
P1 -0.7367 0.4003 1.0111  0.73
C5 0.9256 0.6139 1.5834  0.03
N3 2.0550 0.3875 0.9524  -0.41
C6 3.0530 0.7824 1.7986  -0.07
C7 2.5024 1.2588 2.9729  -0.11
N4 1.1343 1.1303 2.8150  -0.34
C8 0.0519 1.5916 3.6441  -0.40
C9 -0.6432 -1.3090 0.4803  0.06
N5 0.2895 -1.8994 -0.2119  -0.51
C10 -0.1309 -3.2021 -0.3925  -0.06
C11 -1.3247 -3.3771 0.2630  -0.08
N6 -1.6499 -2.2025 0.8421  -0.34
C12 -2.9701 -1.8090 1.2925  -0.42
H1 -3.4316 3.1038 -0.5111  0.20
H2 -3.7350 1.4218 -1.0496  0.23
H3 -3.0543 1.6908 0.5647  0.22
H4 -2.1068 2.9757 -2.8892  0.22
H5 0.5040 2.0626 -3.4135  0.23
H6 4.0746 0.6074 1.5475  0.23
H7 2.9323 1.6059 3.9014  0.21
H8 0.4519 1.7468 4.6700  0.21
H9 -0.3845 2.5148 3.2834  0.20
H10 -0.7443 0.8286 3.6703  0.22
H11 0.4110 -3.8869 -1.0319  0.23
H12 -1.9993 -4.2055 0.2805  0.21
H13 -3.4483 -2.6557 1.8278  0.21
H14 -2.8447 -0.9023 1.9399  0.22
H15 -3.5642 -1.5628 0.3771  0.24
F1 4.7679 -1.9769 -3.2734  -0.57
B1 4.8955 -0.8787 -2.4034  1.37
F2 5.9248 -1.1407 -1.4752  -0.58
F3 5.0774 0.3442 -3.0633  -0.57
F4 3.6410 -0.7240 -1.6256  -0.62
S1 -3.0445 -1.1476 -2.6088  -0.45
C13 -1.3880 -1.2218 -2.8664  0.12
N7 -0.2216 -1.2988 -3.0058  -0.62

Atomic forces in eV per Å
0.000 0.031 0.015
-0.330 -0.048 0.189
1.175 -0.470 -0.158
0.596 -0.199 -0.200
-0.242 -0.171 0.243
-0.613 0.151 -0.241
-0.199 0.468 -0.539
-0.555 -0.049 -0.288
0.865 0.169 -0.263
0.215 -0.046 -0.031
-0.981 -0.158 0.529
-0.284 -0.209 -0.191
0.488 0.302 0.055
0.240 -0.327 1.511
-0.994 -0.618 0.721
0.030 -0.687 -0.453
-0.073 0.387 0.213
0.436 -0.452 -0.651
0.720 1.099 -0.327
-0.359 0.248 -0.151
0.033 -0.238 0.168
-0.062 -0.011 -0.006
-0.005 0.337 -0.366
0.076 0.025 -0.019
-0.392 0.139 0.448
0.427 0.144 -0.122
-0.035 0.020 -0.160
-0.389 -0.056 -0.606
0.010 0.256 -0.101
0.410 0.377 0.153
-0.049 0.098 0.267
-0.111 -0.314 0.066
0.322 0.636 -0.176
-0.422 -0.964 -0.492
0.235 -0.046 0.768
-0.071 0.611 0.193
-0.398 -0.108 0.505
-0.282 0.254 -0.297
0.153 -0.472 -0.019
0.219 -0.269 -0.369
0.630 0.073 0.047
0.728 -0.175 -0.021
-1.163 0.263 0.156

=====

This record from the Open Molecules 2025 dataset describes C13H15BrCaCl4IMgNO6P as an isolated structure in a non-equilibrium geometry. The level of theory is ωB97M-V with the def2-TZVPD basis set.

The frontier orbital gap comes out at 3.1 eV. As for the total energy: -188884.29371 eV. As for the net charge: +1.

Last column: natural (NBO) charge in e.
Positions of all 44 atoms, in Å:
O1 3.6955 -2.7480 1.6413  -0.55
C1 3.3188 -2.0307 0.6886  0.54
N1 4.0441 -0.9407 -0.0537  -0.74
C2 3.4474 -0.5580 -1.3774  0.59
O2 3.9833 0.0594 -2.3612  -0.80
C3 1.9189 -1.0471 -1.3411  -0.47
C4 0.6661 -0.7444 -2.2599  -0.20
I1 0.8080 0.5812 -3.9534  0.28
C5 -0.7057 -1.3963 -1.9038  -0.30
C6 -0.7592 -2.3244 -0.5981  0.10
C7 -2.2335 -2.9271 -0.2462  -0.80
P1 -3.2017 -1.4966 0.6378  2.23
O3 -2.2990 -0.2311 0.6577  -1.08
O4 -3.5330 -1.8661 2.2480  -0.95
O5 -4.5773 -1.0412 -0.2613  -0.92
C8 0.4902 -2.6394 0.3450  -0.16
C9 1.8848 -1.9798 -0.0337  -0.53
H1 4.1285 -0.0538 0.4851  0.47
H2 -1.6942 -1.2076 -2.5340  0.29
H3 -2.0194 -3.7993 0.4693  0.28
H4 -2.7873 -3.2573 -1.1891  0.30
H5 -3.3091 -1.0605 2.7693  0.54
H6 -4.4063 -1.4144 -1.1655  0.51
H7 0.3698 -3.3075 1.2509  0.28
Ca1 2.9100 -3.2887 -1.4824  1.79
Br1 -2.1041 -1.3833 -4.3222  -0.71
Cl1 -0.3146 -0.7136 0.6812  0.23
Mg1 3.4339 2.0149 -3.6088  1.26
C10 -5.4942 2.4825 -0.7164  -0.28
Cl2 -7.1502 2.9047 -0.2606  0.02
Cl3 -5.2432 2.7314 -2.4497  0.02
Cl4 -4.3300 3.4266 0.2232  0.01
H8 -5.3366 1.4292 -0.4961  0.23
C11 1.9701 1.3291 1.8348  -0.60
C12 3.0043 2.4478 1.5999  0.08
C13 2.4216 3.7831 2.1024  -0.60
O6 3.2116 2.5567 0.2758  -0.68
H9 1.0298 1.5187 1.3070  0.20
H10 2.3527 0.3578 1.5037  0.17
H11 1.7337 1.2398 2.9015  0.21
H12 3.8549 2.2189 2.2653  0.12
H13 1.4956 4.0533 1.5850  0.21
H14 3.1334 4.6028 1.9699  0.22
H15 2.1919 3.7190 3.1718  0.20

Atomic forces in eV per Å
-0.525 2.022 -3.052
-3.588 1.317 0.026
0.040 -0.425 -1.249
-4.946 -0.412 0.078
-0.216 -0.261 1.832
2.374 -0.051 0.606
-2.101 -3.598 3.270
-0.136 -0.576 0.842
5.011 0.638 0.953
0.219 2.728 -0.080
1.505 0.044 0.501
0.728 4.843 0.759
-6.543 -1.916 -0.130
0.142 0.164 -2.884
2.449 -2.562 0.877
1.641 3.701 -0.992
-0.408 -1.033 -0.313
0.587 -0.652 -0.193
1.754 -0.209 1.224
-0.861 1.212 -1.014
0.914 0.462 1.230
-0.147 -0.464 -0.545
-0.557 0.544 0.618
0.134 0.920 -1.187
0.840 -1.253 -1.750
-0.879 -0.092 -1.727
2.841 -3.371 1.147
-0.392 -1.551 1.703
-0.037 0.033 -0.008
0.135 -0.079 -0.021
0.007 -0.087 0.127
-0.052 -0.111 -0.041
-0.003 0.195 -0.036
-0.295 -0.142 0.683
-1.381 -0.204 0.163
-0.194 0.413 0.436
1.031 0.030 -1.118
0.230 0.188 -0.099
-0.040 0.123 -0.013
0.038 -0.043 -0.024
0.470 -0.022 -0.384
0.149 -0.202 -0.103
0.000 -0.205 -0.087
0.062 -0.059 -0.025

=====

This record from the Open Molecules 2025 dataset describes C13H15Cl5O3PdS4 as an isolated structure. The level of theory is ωB97M-V with the def2-TZVPD basis set.

The frontier orbital gap comes out at 7.7 eV. As for the total energy: -129299.94280 eV. As for the net charge: 0. For the energy above the lowest of the compared OMol25 structures with the same formula, charge and spin, the calculation gives 8.3 kcal/mol.

Last column: natural (NBO) charge in e.
Positions of all 41 atoms, in Å:
Pd1 0.0445 -0.3903 0.1250  0.77
C1 -1.9316 -1.1901 -3.2480  -0.56
C2 -2.6432 -2.0426 -2.1956  -0.54
S1 -2.0591 -1.9844 -0.4671  0.24
C3 -3.3401 -1.0168 0.3416  -0.55
C4 -3.4990 0.4077 -0.1742  -0.57
S2 -1.9693 1.3558 0.0247  0.26
C5 -1.8772 2.3094 -1.5101  -0.53
C6 -1.3740 1.5854 -2.7483  -0.55
S3 -2.5803 0.4778 -3.5382  0.18
H1 -2.0468 -1.7002 -4.2059  0.23
H2 -0.8645 -1.1236 -3.0532  0.27
H3 -2.5282 -3.0915 -2.4733  0.23
H4 -3.7157 -1.8395 -2.1831  0.23
H5 -3.0511 -1.0165 1.3958  0.24
H6 -4.2899 -1.5477 0.2667  0.23
H7 -4.2835 0.9044 0.3984  0.23
H8 -3.7807 0.4125 -1.2239  0.25
H9 -1.1954 3.1266 -1.2647  0.24
H10 -2.8577 2.7559 -1.6838  0.23
H11 -0.4669 1.0221 -2.5416  0.26
H12 -1.1215 2.3373 -3.4982  0.23
C7 2.5466 -2.5213 -1.1965  -0.89
S4 2.2737 -0.7761 -1.3694  2.39
O1 3.2888 -0.2423 -2.2174  -0.93
O2 2.2269 -0.2357 0.0151  -0.98
O3 0.8774 -0.6276 -1.8839  -1.04
H13 3.3305 -2.6585 -0.4553  0.25
H14 2.8597 -2.9189 -2.1585  0.25
H15 1.6231 -2.9866 -0.8615  0.24
Cl1 -0.7278 -2.7166 2.3851  0.04
C8 -0.5274 -1.0959 2.9570  -0.10
C9 -0.1821 -0.1011 2.0477  -0.14
C10 0.1026 1.1624 2.5714  -0.09
Cl2 0.7220 2.3836 1.5132  0.05
C11 -0.0566 1.4551 3.9213  -0.09
Cl3 0.2596 3.0367 4.5094  0.07
C12 -0.4735 0.4549 4.7960  -0.08
Cl4 -0.7000 0.8034 6.4619  0.06
C13 -0.6897 -0.8330 4.3148  -0.09
Cl5 -1.1557 -2.0872 5.3936  0.06

Atomic forces in eV per Å
-0.071 0.284 -0.211
-0.010 -0.052 0.008
-0.022 0.033 0.009
0.059 -0.170 -0.145
-0.024 0.092 0.097
-0.017 -0.073 0.027
-0.040 -0.007 0.055
-0.006 0.015 -0.029
-0.007 0.029 -0.023
-0.001 -0.001 -0.004
-0.016 0.013 -0.003
0.010 -0.006 0.012
0.023 0.000 0.011
0.005 0.007 0.000
-0.021 -0.015 -0.008
-0.001 0.002 -0.036
0.022 0.021 0.005
0.008 -0.014 -0.026
0.030 -0.029 0.010
-0.007 -0.005 0.017
0.018 -0.004 0.018
-0.022 -0.002 -0.003
0.022 0.066 -0.015
0.103 -0.072 0.034
0.023 0.038 0.034
-0.016 -0.159 0.243
-0.149 -0.074 -0.151
0.032 0.006 -0.039
-0.052 0.009 -0.013
0.006 -0.018 0.043
-0.007 -0.054 0.025
0.015 0.095 -0.201
0.094 0.126 0.267
0.023 -0.158 -0.186
0.004 0.050 0.031
0.007 0.013 0.001
0.006 0.025 0.039
-0.015 -0.035 -0.008
0.001 0.008 0.036
-0.006 0.032 0.060
-0.003 -0.015 0.020

=====

This record from the Open Molecules 2025 dataset describes C13H15ClN2O2SeSn as an isolated structure in a non-equilibrium geometry. The level of theory is ωB97M-V with the def2-TZVPD basis set.

The frontier orbital gap (spin up / spin down) comes out at 5.4 / 6.0 eV. As for the total energy: -104479.99290 eV. As for the net charge: +2.

Last column: natural (NBO) charge in e.
Positions of all 35 atoms, in Å:
Cl1 -2.6440 -1.6879 -2.3036  0.00
C1 -1.3373 2.7878 -1.4517  -0.24
C2 -1.1288 2.9490 -0.0182  -0.18
C3 -2.2612 2.3495 0.6542  -0.42
H1 -0.3330 3.5104 0.4446  0.26
C4 -3.1505 1.8155 -0.3540  0.19
C5 -2.5703 2.0809 -1.6346  -0.24
H2 -3.0202 1.8084 -2.5705  0.26
H3 -0.6991 3.1915 -2.2144  0.26
H4 -2.4547 2.3580 1.7105  0.27
C6 -4.4342 1.1601 -0.0877  -0.70
Sn1 -0.6195 0.3210 0.0019  0.96
C7 -1.8999 -1.9618 0.9577  0.52
O1 -2.4044 -2.9311 1.2440  -0.39
C8 0.6539 -0.8384 -2.1590  0.52
O2 1.1732 -1.5661 -2.8721  -0.41
H5 -4.4045 0.5709 0.8411  0.25
H6 -4.7016 0.4832 -0.9092  0.26
H7 -5.2479 1.9047 0.0236  0.30
C9 1.4094 -2.4373 2.4369  -0.41
N1 2.2303 -1.9037 1.3618  -0.32
C10 3.2241 -2.5548 0.6623  -0.02
C11 3.7161 -1.6916 -0.2496  -0.04
N2 2.9978 -0.5036 -0.1149  -0.32
C12 3.2335 0.7109 -0.8781  -0.43
C13 2.1285 -0.6240 0.9243  0.22
Se1 1.0357 0.7360 1.7110  -0.13
H8 0.3497 -2.4900 2.1408  0.22
H9 1.4925 -1.8038 3.3305  0.25
H10 1.7740 -3.4471 2.6686  0.25
H11 3.4902 -3.5787 0.8914  0.27
H12 4.4979 -1.7879 -0.9802  0.27
H13 4.2651 1.0585 -0.7094  0.26
H14 3.0989 0.5221 -1.9522  0.24
H15 2.5403 1.4896 -0.5459  0.23

Atomic forces in eV per Å
0.107 0.183 0.131
-2.273 -1.324 0.138
-2.232 -0.407 0.360
1.651 -0.003 -0.955
0.043 0.038 0.070
0.474 0.682 0.812
2.438 1.495 -0.139
-0.037 -0.007 -0.239
0.095 -0.011 -0.219
-0.061 0.103 0.227
-0.380 -0.549 -0.022
-2.717 0.149 -1.600
-0.874 -1.849 0.885
0.577 1.257 -0.459
2.073 -2.223 -2.560
-1.422 1.780 1.786
-0.042 0.316 -0.151
-0.083 0.259 0.122
0.327 -0.212 -0.071
-0.137 -0.551 0.604
-0.041 1.101 -0.164
-0.271 -0.332 0.344
-0.548 0.817 -0.113
-0.027 -0.356 0.977
0.527 0.463 -0.350
0.574 -0.814 -0.661
2.077 0.099 1.458
0.519 -0.021 0.036
0.053 -0.241 -0.294
-0.207 0.362 -0.022
-0.027 0.201 -0.101
0.032 -0.078 -0.059
-0.416 -0.111 -0.051
0.026 -0.004 0.360
0.200 -0.211 -0.080

=====

This record from the Open Molecules 2025 dataset describes C13H15PSe2Sn as an isolated structure in a non-equilibrium geometry. The level of theory is ωB97M-V with the def2-TZVPD basis set.

The frontier orbital gap comes out at 7.0 eV. As for the total energy: -159537.15905 eV. As for the net charge: 0. For the energy above the lowest of the compared OMol25 structures with the same formula, charge and spin, the calculation gives 0.0 kcal/mol.

Last column: natural (NBO) charge in e.
Positions of all 32 atoms, in Å:
Sn1 -0.1317 -1.2701 -3.3867  0.66
C1 -1.2621 -3.4228 -3.2572  -1.04
H1 -2.3076 -3.1837 -3.4590  0.21
H2 -0.7889 -3.9944 -4.0572  0.20
H3 -1.0821 -3.8271 -2.2615  0.21
H4 -2.1876 -5.8261 -3.2603  0.01
H5 -2.5523 -6.5170 -3.2738  -0.02
Se1 -1.6268 0.3929 -1.9490  -0.41
P1 -0.0397 0.1321 -0.4142  1.03
Se2 1.0293 -1.7136 -1.0176  -0.40
C2 1.1545 1.5102 -0.3787  -0.32
C3 1.5798 2.0492 0.8478  -0.22
C4 2.6156 2.9895 0.8635  -0.21
C5 3.2373 3.3745 -0.3282  -0.19
C6 2.8135 2.8335 -1.5483  -0.21
C7 1.7671 1.9105 -1.5775  -0.20
C8 -0.7717 0.0472 1.2400  -0.44
C9 -1.7868 0.9586 1.5774  -0.13
C10 -2.2787 0.9834 2.8844  -0.23
C11 -1.7732 0.0964 3.8417  -0.19
C12 -0.7899 -0.8348 3.4900  -0.21
C13 -0.2962 -0.8770 2.1828  -0.18
H6 1.1037 1.7387 1.7794  0.23
H7 2.9381 3.4143 1.8144  0.22
H8 4.0556 4.0955 -0.3090  0.22
H9 3.3024 3.1327 -2.4758  0.22
H10 1.4185 1.4881 -2.5238  0.23
H11 -2.1884 1.6298 0.8147  0.22
H12 -3.0521 1.7027 3.1549  0.22
H13 -2.1509 0.1302 4.8651  0.22
H14 -0.4025 -1.5292 4.2361  0.22
H15 0.4538 -1.6141 1.8853  0.24

Atomic forces in eV per Å
-0.258 -1.789 -0.928
0.828 2.060 -0.084
0.055 -0.367 0.055
-0.206 -0.091 0.128
-0.157 -0.039 -0.169
-0.608 -1.119 -0.020
0.560 1.030 0.021
0.024 0.452 0.953
-0.155 -0.393 -0.764
0.012 0.502 0.907
0.241 0.122 0.233
0.032 0.065 -0.394
-0.059 -0.074 -0.192
-0.222 -0.205 0.062
-0.198 -0.078 0.177
0.006 0.063 0.233
-0.129 -0.121 0.330
0.228 -0.231 0.200
0.153 -0.098 -0.140
0.151 -0.014 -0.237
-0.107 0.106 -0.122
-0.143 0.363 -0.026
0.173 0.100 -0.262
-0.063 -0.107 -0.264
-0.241 -0.199 0.004
-0.166 -0.083 0.242
0.167 0.130 0.244
0.133 -0.138 0.262
0.184 -0.228 -0.066
0.108 -0.028 -0.308
-0.143 0.163 -0.212
-0.200 0.249 0.138

=====

This record from the Open Molecules 2025 dataset describes a 2-piece molecular cluster, C13H16BN2O5 overall. The level of theory is ωB97M-V with the def2-TZVPD basis set.

The frontier orbital gap comes out at 7.7 eV. As for the total energy: -27628.42558 eV. As for the net charge: +1.

Last column: natural (NBO) charge in e.
Positions of all 37 atoms, in Å:
O1 1.5265 0.6584 0.1773  -0.69
C1 0.2387 1.0095 -0.2490  -0.05
C2 0.2973 2.3829 -0.9043  -0.48
C3 -1.0455 2.9801 -1.1639  0.16
C4 -1.1677 4.3515 -1.4035  -0.23
C5 -2.4083 4.8710 -1.6788  0.08
N1 -3.4973 4.0886 -1.7109  -0.43
C6 -3.4366 2.7561 -1.4742  -0.04
B1 -4.8085 1.9124 -1.4888  1.06
O2 -5.3381 1.3474 -2.5924  -0.84
O3 -5.4605 1.7491 -0.3095  -0.82
C7 -2.1993 2.1970 -1.2048  -0.25
H1 1.4395 -0.2156 0.5621  0.48
H2 -0.4812 1.0124 0.5769  0.16
H3 -0.1035 0.2939 -1.0052  0.17
H4 0.7520 2.2407 -1.8897  0.26
H5 0.9579 3.0530 -0.3583  0.25
H6 -0.2914 4.9767 -1.3838  0.26
H7 -2.5174 5.9251 -1.8848  0.25
H8 -4.3863 4.5299 -1.9043  0.44
H9 -5.0537 1.7376 -3.4241  0.50
H10 -4.9729 2.1630 0.4099  0.50
H11 -2.1814 1.1346 -1.0266  0.26
C8 4.1170 -5.2841 2.9118  -0.16
C9 2.7287 -5.3287 2.8899  -0.21
C10 2.0191 -4.4503 2.0890  -0.21
C11 2.7185 -3.5393 1.3166  0.07
C12 4.1009 -3.4757 1.3297  -0.20
C13 4.8011 -4.3569 2.1360  -0.20
N2 1.9747 -2.6208 0.4501  0.51
O4 0.7556 -2.6703 0.4689  -0.40
O5 2.6049 -1.8425 -0.2411  -0.38
H12 4.6681 -5.9756 3.5351  0.23
H13 2.1994 -6.0508 3.4955  0.23
H14 0.9400 -4.4819 2.0688  0.25
H15 4.6288 -2.7553 0.7227  0.25
H16 5.8812 -4.3231 2.1572  0.23

Atomic forces in eV per Å
-0.323 0.585 0.163
0.000 0.012 -0.260
0.002 -0.455 -0.258
0.309 -0.021 0.179
-0.523 -0.364 -0.074
0.764 0.469 -0.019
0.343 -0.075 0.109
-0.209 0.028 -0.279
-0.245 -0.229 0.365
0.006 0.477 -0.083
0.444 0.152 -0.183
-0.598 0.221 -0.098
0.345 -0.234 -0.088
-0.009 0.013 0.118
-0.174 -0.131 0.091
0.188 0.138 -0.042
-0.105 0.125 0.146
0.004 0.220 -0.008
-0.318 0.018 -0.012
-0.068 -0.048 -0.004
0.127 -0.350 -0.142
-0.238 -0.167 0.287
0.188 -0.111 0.035
-0.012 0.017 -0.015
0.124 0.027 -0.009
-0.186 -0.093 0.068
0.095 -0.176 0.073
0.198 0.085 -0.075
-0.085 -0.074 0.066
0.016 -0.106 -0.056
0.011 0.105 0.083
0.050 -0.194 0.073
0.000 0.004 0.005
-0.019 0.006 -0.003
0.003 0.079 -0.091
-0.107 0.031 -0.048
0.004 0.016 -0.013